Entry 1:
The following is a DFT calculation (ωB97M-V with the def2-TZVPD basis set) of a 11-piece molecular cluster, C99H209N11O11 overall in a non-equilibrium geometry.

Computed properties:
energy above the lowest of the compared OMol25 structures with the same formula, charge and spin = 1266.1 kJ/mol
structure (SMILES) = CC1(C)CCCC(C)(C)N1O.CC1(C)CCCC(C)(C)N1O.CC1(C)CCCC(C)(C)N1O.CC1(C)CCCC(C)(C)N1O.CC1(C)CCCC(C)(C)N1O.CC1(C)CCCC(C)(C)N1O.CC1(C)CCCC(C)(C)N1O.CC1(C)CCCC(C)(C)N1O.CC1(C)CCCC(C)(C)N1O.CC1(C)CCCC(C)(C)N1O.CC1(C)CCCC(C)(C)N1O
F_max = 8.3 eV/A
gap between HOMO and LUMO = 7.8 eV
highest occupied orbital energy = -7.49 eV

Element x y z (Å)
C: 9.34 -0.32 -7.36
C: 8.58 1.04 -7.44
C: 7.62 0.84 -8.73
C: 6.32 0.16 -8.42
C: 5.68 0.83 -7.24
C: 6.54 0.89 -5.91
N: 7.83 1.50 -6.24
O: 8.61 1.71 -5.17
C: 5.82 1.80 -4.95
C: 6.63 -0.46 -5.24
C: 9.58 2.11 -7.81
H: 8.76 -1.22 -7.57
H: 9.73 -0.56 -6.37
H: 10.20 -0.16 -7.99
H: 7.19 1.83 -8.91
H: 8.20 0.53 -9.61
H: 6.61 -0.88 -8.26
H: 5.74 0.20 -9.34
H: 4.66 0.47 -7.07
H: 5.58 1.88 -7.50
H: 4.75 1.61 -4.81
H: 6.25 1.74 -3.95
H: 5.82 2.84 -5.30
H: 6.83 -0.38 -4.17
H: 5.68 -0.95 -5.47
H: 7.43 -1.10 -5.59
H: 10.28 2.33 -7.00
H: 9.11 3.01 -8.20
H: 10.29 1.86 -8.61
H: 8.44 2.63 -4.96
C: 0.77 1.66 5.53
C: 0.87 3.19 5.71
C: -0.60 3.73 5.49
C: -0.95 5.07 6.01
C: -0.51 5.16 7.50
C: 1.05 4.79 7.83
N: 1.31 3.54 7.12
O: 2.43 2.90 7.40
C: 1.92 5.89 7.25
C: 1.21 4.64 9.39
C: 1.88 3.78 4.60
H: 0.38 1.20 6.44
H: 1.66 1.13 5.18
H: -0.01 1.31 4.85
H: -1.01 3.65 4.48
H: -1.31 3.16 6.09
H: -2.02 5.20 5.85
H: -0.29 5.68 5.39
H: -1.06 4.36 7.99
H: -0.72 6.18 7.82
H: 2.97 5.66 7.44
H: 1.91 5.97 6.17
H: 1.72 6.81 7.80
H: 0.77 3.71 9.74
H: 2.26 4.68 9.69
H: 0.58 5.39 9.86
H: 1.81 3.48 3.56
H: 2.88 3.48 4.90
H: 1.84 4.87 4.54
H: 2.16 1.98 7.39
C: -8.21 1.04 -5.35
C: -7.01 0.71 -4.44
C: -7.64 -0.50 -3.64
C: -6.52 -1.12 -2.83
C: -5.50 -1.73 -3.76
C: -4.83 -0.60 -4.71
N: -5.90 0.17 -5.36
O: -5.38 1.13 -6.29
C: -3.74 0.20 -3.91
C: -4.21 -1.41 -5.88
C: -6.52 1.90 -3.60
H: -8.11 0.27 -6.12
H: -7.82 1.88 -5.93
H: -9.27 1.16 -5.16
H: -8.49 -0.06 -3.11
H: -8.17 -1.29 -4.16
H: -6.89 -2.01 -2.32
H: -6.03 -0.55 -2.05
H: -5.82 -2.58 -4.36
H: -4.73 -2.12 -3.09
H: -3.73 1.23 -4.28
H: -3.83 0.21 -2.83
H: -2.75 -0.18 -4.19
H: -4.97 -1.94 -6.44
H: -3.73 -0.80 -6.65
H: -3.58 -2.14 -5.37
H: -6.06 1.62 -2.65
H: -7.29 2.62 -3.30
H: -5.76 2.48 -4.12
H: -5.83 0.73 -7.04
C: 6.08 -3.76 -1.27
C: 5.95 -2.60 -0.18
C: 7.21 -2.87 0.74
C: 7.44 -1.77 1.83
C: 7.77 -0.50 1.06
C: 6.74 -0.14 -0.07
N: 6.16 -1.33 -0.85
O: 5.26 -0.96 -1.85
C: 5.56 0.67 0.45
C: 7.48 0.76 -0.96
C: 4.66 -2.70 0.64
H: 6.04 -4.81 -0.97
H: 6.99 -3.59 -1.85
H: 5.16 -3.63 -1.84
H: 7.14 -3.73 1.41
H: 8.19 -3.08 0.31
H: 8.22 -2.05 2.54
H: 6.61 -1.65 2.51
H: 8.81 -0.31 0.78
H: 7.64 0.19 1.90
H: 5.02 0.13 1.23
H: 6.10 1.48 0.95
H: 4.79 1.06 -0.22
H: 6.96 1.29 -1.76
H: 7.88 1.53 -0.29
H: 8.23 0.16 -1.47
H: 4.19 -1.72 0.79
H: 4.76 -3.17 1.62
H: 3.85 -3.06 0.01
H: 5.72 -1.11 -2.68
C: -1.07 -7.39 -3.41
C: -2.01 -7.07 -2.18
C: -1.89 -5.58 -1.80
C: -2.98 -4.58 -2.27
C: -4.39 -5.22 -2.32
C: -4.46 -6.47 -3.06
N: -3.35 -7.42 -2.53
O: -3.54 -8.70 -2.75
C: -5.79 -7.20 -2.72
C: -4.28 -6.27 -4.49
C: -1.62 -7.91 -0.95
H: -0.12 -6.86 -3.38
H: -1.54 -6.96 -4.30
H: -0.95 -8.47 -3.51
H: -1.89 -5.38 -0.73
H: -0.92 -5.17 -2.06
H: -2.68 -4.17 -3.23
H: -2.99 -3.76 -1.55
H: -5.12 -4.46 -2.58
H: -4.48 -5.46 -1.26
H: -5.75 -8.26 -2.96
H: -6.11 -7.18 -1.68
H: -6.60 -6.80 -3.33
H: -3.42 -5.61 -4.65
H: -3.97 -7.22 -4.93
H: -5.19 -5.92 -4.98
H: -0.59 -7.71 -0.65
H: -1.58 -8.97 -1.20
H: -2.19 -7.77 -0.02
H: -3.53 -8.68 -3.71
C: -4.33 -4.74 5.80
C: -5.49 -4.94 4.78
C: -5.23 -4.08 3.46
C: -4.13 -4.62 2.51
C: -4.31 -6.12 2.18
C: -4.48 -6.99 3.53
N: -5.65 -6.28 4.22
O: -6.07 -7.11 5.20
C: -4.90 -8.29 2.89
C: -3.11 -7.13 4.37
C: -6.85 -4.39 5.49
H: -3.34 -4.76 5.35
H: -4.22 -5.53 6.55
H: -4.32 -3.81 6.36
H: -6.12 -3.98 2.83
H: -4.90 -3.13 3.89
H: -3.17 -4.40 2.99
H: -4.17 -3.94 1.66
H: -3.34 -6.36 1.74
H: -5.07 -6.33 1.43
H: -4.99 -8.96 3.74
H: -5.91 -8.16 2.50
H: -4.15 -8.65 2.18
H: -2.47 -6.25 4.37
H: -3.22 -7.46 5.41
H: -2.36 -7.82 3.99
H: -7.75 -4.37 4.88
H: -6.61 -3.49 6.05
H: -7.20 -4.89 6.40
H: -7.01 -7.02 5.03
C: 2.83 -1.10 -4.89
C: 1.51 -1.70 -5.23
C: 0.48 -1.12 -4.26
C: 0.01 0.26 -4.58
C: -0.45 0.48 -6.07
C: 0.65 -0.08 -7.06
N: 1.13 -1.42 -6.65
O: 1.79 -2.10 -7.50
C: -0.15 -0.24 -8.39
C: 1.63 1.01 -7.41
C: 1.61 -3.27 -4.91
H: 2.82 -0.18 -5.48
H: 3.63 -1.64 -5.40
H: 3.02 -1.05 -3.82
H: -0.32 -1.84 -4.07
H: 1.03 -1.00 -3.32
H: 0.84 0.89 -4.28
H: -0.82 0.60 -3.95
H: -0.65 1.52 -6.35
H: -1.26 -0.24 -6.18
H: 0.50 -0.51 -9.22
H: -0.90 -1.03 -8.48
H: -0.79 0.59 -8.69
H: 2.23 0.71 -8.26
H: 1.03 1.87 -7.72
H: 2.20 1.50 -6.61
H: 2.36 -3.77 -5.52
H: 0.72 -3.89 -4.95
H: 1.99 -3.28 -3.89
H: 1.05 -2.50 -7.96
C: 0.49 -3.83 9.63
C: -0.08 -4.43 8.24
C: 0.13 -3.29 7.18
C: 1.54 -3.29 6.56
C: 1.80 -4.63 5.89
C: 1.77 -5.76 6.88
N: 0.58 -5.71 7.76
O: 0.52 -6.67 8.74
C: 1.57 -7.17 6.18
C: 3.05 -5.79 7.77
C: -1.54 -4.82 8.33
H: -0.11 -4.05 10.52
H: 0.62 -2.78 9.90
H: 1.42 -4.32 9.92
H: -0.67 -3.34 6.44
H: -0.02 -2.30 7.62
H: 2.09 -2.98 7.45
H: 2.05 -2.44 6.10
H: 2.82 -4.54 5.51
H: 1.18 -4.84 5.02
H: 0.52 -7.11 5.87
H: 2.16 -7.20 5.27
H: 1.74 -8.09 6.74
H: 3.07 -6.46 8.63
H: 3.82 -6.26 7.16
H: 3.40 -4.78 8.01
H: -2.19 -3.95 8.43
H: -1.85 -5.40 9.20
H: -1.98 -5.35 7.48
H: 0.02 -7.38 8.33
C: -0.60 10.73 -0.84
C: 0.77 10.48 -0.21
C: 0.74 11.31 1.14
C: 1.97 11.02 2.03
C: 2.00 9.48 2.31
C: 2.03 8.55 0.98
N: 1.04 8.99 -0.03
O: 1.17 8.16 -1.11
C: 3.52 8.62 0.46
C: 1.70 7.03 1.34
C: 1.81 11.16 -1.14
H: -0.72 10.25 -1.82
H: -1.10 11.68 -0.67
H: -1.16 9.99 -0.27
H: 0.91 12.37 0.94
H: -0.21 11.06 1.62
H: 1.72 11.42 3.01
H: 2.97 11.22 1.64
H: 1.20 9.12 2.96
H: 2.94 9.35 2.83
H: 4.32 8.31 1.13
H: 3.68 7.99 -0.41
H: 3.69 9.63 0.08
H: 2.05 6.41 0.53
H: 2.06 6.75 2.33
H: 0.62 6.99 1.47
H: 2.12 10.51 -1.96
H: 2.74 11.32 -0.59
H: 1.56 12.14 -1.56
H: 0.53 7.52 -0.80
C: 1.92 -0.05 1.37
C: 0.74 0.05 0.35
C: 0.60 -1.24 -0.50
C: 0.08 -2.49 0.31
C: -1.27 -2.14 0.89
C: -1.33 -0.86 1.72
N: -0.58 0.24 0.99
O: -0.74 1.45 1.69
C: -2.73 -0.52 1.91
C: -0.81 -1.18 3.08
C: 1.01 1.18 -0.67
H: 2.83 0.25 0.84
H: 2.11 -0.92 2.00
H: 1.78 0.82 2.01
H: -0.04 -1.19 -1.37
H: 1.59 -1.54 -0.85
H: 0.84 -2.74 1.05
H: -0.02 -3.39 -0.31
H: -1.73 -3.09 1.17
H: -1.90 -1.90 0.03
H: -2.98 0.36 2.51
H: -3.14 -0.16 0.97
H: -3.30 -1.39 2.24
H: -0.88 -0.30 3.71
H: -1.41 -1.97 3.53
H: 0.23 -1.52 3.15
H: 1.40 2.10 -0.23
H: 0.07 1.57 -1.05
H: 1.73 0.95 -1.46
H: -1.19 2.02 1.07
C: -3.47 3.35 0.77
C: -3.43 4.86 1.16
C: -2.16 5.57 0.49
C: -2.25 6.14 -0.93
C: -3.50 6.91 -1.13
C: -4.80 6.24 -0.75
N: -4.63 5.74 0.64
O: -5.81 5.31 1.25
C: -5.89 7.30 -0.79
C: -5.23 5.10 -1.70
C: -3.34 4.99 2.70
H: -3.18 2.72 1.60
H: -2.77 3.04 0.00
H: -4.53 3.09 0.66
H: -1.74 6.33 1.15
H: -1.40 4.80 0.47
H: -2.49 5.41 -1.69
H: -1.32 6.70 -0.97
H: -3.56 7.24 -2.17
H: -3.41 7.87 -0.61
H: -5.58 8.08 -0.09
H: -5.92 7.63 -1.83
H: -6.84 6.97 -0.38
H: -4.47 4.33 -1.82
H: -6.20 4.70 -1.41
H: -5.36 5.54 -2.69
H: -3.10 6.01 3.00
H: -2.42 4.44 2.92
H: -4.10 4.51 3.31
H: -6.07 6.17 1.61

Entry 2:
The following is a DFT calculation (ωB97M-V with the def2-TZVPD basis set) of C4H5NO2 as an isolated structure in a non-equilibrium geometry.

Computed properties:
energy above the lowest of the compared OMol25 structures with the same formula, charge and spin = 357.4 kJ/mol
F_max = 1.5 eV/A
gap between HOMO and LUMO = 9.2 eV
highest occupied orbital energy = -9.28 eV

Element x y z (Å)
O: 1.16 0.86 -0.90
C: 0.01 1.24 -0.71
C: -0.85 0.58 0.24
C: -1.01 -0.95 0.21
N: -0.09 -0.34 1.10
C: 1.49 -0.50 0.25
O: 1.77 -1.46 -0.40
H: -0.31 2.13 -1.24
H: -1.72 1.15 0.59
H: -0.54 -1.63 -0.50
H: -2.05 -1.17 0.45
H: 2.14 0.09 0.90

Entry 3:
The following is a DFT calculation (ωB97M-V with the def2-TZVPD basis set) of C23H30FGeN2O2S5SbTc as an isolated structure.

Computed properties:
total charge = +3
F_max = 0.5 eV/A
gap between HOMO and LUMO (alpha / beta) = 5.7 / 5.7 eV
highest occupied orbital energy (alpha / beta) = -17.78 / -17.78 eV

Element x y z (Å)
Tc: -0.36 2.70 -1.60
O: -2.28 0.88 1.41
S: -1.89 2.21 1.15
O: -2.79 2.99 0.17
N: -0.46 2.21 0.24
C: 0.72 1.74 0.90
C: 0.88 1.39 2.22
C: 2.14 0.95 2.68
C: 3.22 0.88 1.83
C: 3.08 1.22 0.47
C: 4.11 1.19 -0.48
C: 3.86 1.55 -1.79
C: 2.57 1.92 -2.16
N: 1.57 1.98 -1.27
C: 1.81 1.64 0.02
C: -1.78 3.24 2.52
C: -1.32 4.55 2.37
C: -1.29 5.35 3.48
C: -1.72 4.86 4.71
C: -2.19 3.55 4.84
C: -2.22 2.72 3.74
H: 0.07 1.43 2.94
H: 2.25 0.68 3.72
H: 4.19 0.56 2.21
H: 5.11 0.88 -0.18
H: 4.64 1.54 -2.54
H: 2.33 2.19 -3.18
H: -1.00 4.93 1.40
H: -0.94 6.37 3.40
H: -1.71 5.50 5.58
H: -2.53 3.19 5.80
H: -2.59 1.70 3.81
S: -3.86 -0.41 -4.48
Sb: -2.56 1.30 -4.32
S: -0.45 0.86 -3.01
S: -2.53 2.92 -1.55
S: -2.35 3.45 -4.53
F: 0.32 4.26 -2.13
C: 2.59 -3.08 1.36
C: 2.84 -3.33 -0.12
C: 1.59 -3.12 -0.99
C: 1.17 -1.64 -1.06
Ge: -0.43 -1.60 -2.15
C: -2.16 -1.83 -1.29
C: -2.43 -3.33 -1.09
C: -2.13 -4.18 -2.32
C: -2.59 -5.62 -2.15
H: 3.49 -3.28 1.95
H: 1.80 -3.74 1.74
H: 2.29 -2.05 1.57
H: 3.19 -4.35 -0.27
H: 3.64 -2.68 -0.49
H: 0.78 -3.73 -0.58
H: 1.79 -3.50 -2.00
H: 1.98 -1.05 -1.50
H: 0.94 -1.25 -0.06
H: -0.22 -2.01 -3.61
H: -2.93 -1.36 -1.91
H: -2.14 -1.31 -0.33
H: -3.48 -3.44 -0.82
H: -1.86 -3.69 -0.24
H: -1.04 -4.18 -2.52
H: -2.60 -3.74 -3.21
H: -2.15 -6.07 -1.26
H: -2.30 -6.23 -3.00
H: -3.67 -5.67 -2.05

Entry 4:
The following is a DFT calculation (ωB97M-V with the def2-TZVPD basis set) of one molecule with the formula C6H8BNO2 in a non-equilibrium geometry.

Computed properties:
energy above the lowest of the compared OMol25 structures with the same formula, charge and spin = 131.2 kJ/mol
structure (SMILES) = c1ccn(B2OCCO2)c1
F_max = 3.3 eV/A
gap between HOMO and LUMO = 8.9 eV
highest occupied orbital energy = -8.24 eV

Element x y z (Å)
B: -0.57 0.01 0.08
C: 3.03 0.74 -0.14
C: 3.06 -0.70 0.16
C: 1.74 1.10 -0.15
C: 1.74 -1.09 0.20
C: -2.71 0.73 0.15
C: -2.72 -0.73 -0.28
N: 0.92 0.01 0.00
O: -1.32 1.14 0.22
O: -1.27 -1.12 -0.02
H: 3.99 1.24 -0.21
H: 3.92 -1.32 0.12
H: 1.26 2.00 -0.44
H: 1.41 -1.99 0.75
H: -3.04 1.35 -0.61
H: -3.15 0.91 1.25
H: -3.45 -1.29 0.21
H: -2.83 -0.99 -1.28